Molecular formula: C22H26N8O2Pd
Method: DFT, ωB97M-V/def2-TZVPD

Output
LUMO (spin up / spin down)	-0.4338 / -0.5563	Eh
spin multiplicity	5
calculated total energy	-1568.91477	Eh
HOMO energy (spin up / spin down)	-20.00 / -19.75	eV
total charge	+4
expectation value of S²	6.08
maximum force	0.45	eV/A
HOMO-LUMO gap (spin up / spin down)	8.191 / 4.610	eV
molecular weight	540.924	g/mol

Atoms and positions in Å:
Pd1 0.1693 -0.4873 -0.5677
C1 3.6803 -0.4052 -0.5331
C2 3.1471 -1.2906 0.5353
C3 4.0735 -2.0028 1.3622
C4 3.6266 -2.8550 2.3408
C5 2.2524 -3.0037 2.5015
C6 1.3839 -2.2817 1.6650
N1 1.8441 -1.4302 0.6977
C7 -0.0492 -2.4207 1.7556
C8 -0.6888 -3.2347 2.7366
C9 -2.0711 -3.3207 2.7553
C10 -2.7973 -2.6173 1.8172
C11 -2.1170 -1.8146 0.8472
N2 -0.7892 -1.7517 0.8537
C12 -2.8146 -1.0526 -0.1840
C13 -4.1892 -1.1262 -0.3595
C14 -4.7741 -0.4032 -1.3998
C15 -3.9641 0.3559 -2.2068
C16 -2.5687 0.4023 -1.9795
C17 -1.6896 1.2003 -2.8835
N3 -2.0224 -0.2859 -0.9863
H1 4.4124 0.2910 -0.1192
H2 2.8941 0.1516 -1.0379
H3 4.2106 -1.0038 -1.2790
H4 5.1354 -1.8649 1.1979
H5 4.3196 -3.4037 2.9649
H6 1.8780 -3.6810 3.2538
H7 -0.1095 -3.7830 3.4639
H8 -2.5736 -3.9322 3.4936
H9 -3.8758 -2.6745 1.8225
H10 -4.8112 -1.7359 0.2781
H11 -5.8420 -0.4476 -1.5675
H12 -4.3833 0.9214 -3.0290
H13 -1.3866 0.5902 -3.7378
H14 -0.7875 1.5367 -2.3719
H15 -2.2171 2.0689 -3.2737
N4 0.2003 -3.4364 -2.7160
C18 0.7224 -2.2826 -3.1482
N5 1.2453 -2.2237 -4.3689
O1 0.7336 -1.2336 -2.4289
H16 0.1920 -4.2691 -3.2830
H17 -0.1946 -3.4871 -1.7972
H18 1.2789 -3.0184 -4.9870
H19 1.6476 -1.3591 -4.6896
C19 0.3152 5.9710 2.2213
N6 0.4368 4.6839 1.5786
C20 0.1742 3.4026 2.1973
C21 0.3094 2.4786 0.9974
O2 0.1359 1.2762 1.0329
N7 0.6872 3.1982 -0.1222
C22 0.7856 4.4690 0.2242
N8 1.1463 5.4597 -0.5509
H20 -0.1585 5.8592 3.1920
H21 -0.2551 6.6492 1.5782
H22 1.3245 6.3919 2.3549
H23 -0.8030 3.3919 2.6852
H24 0.9415 3.1919 2.9529
H25 1.3817 5.2660 -1.5164
H26 1.2478 6.4133 -0.2334

Atomic partial charges in e from the Mulliken method, atoms 1 to 2: Pd 0.720; C -1.477